Molecular formula: C34H34N3O2
Method: DFT, ωB97M-V/def2-TZVPD

```
73
Properties=species:S:1:pos:R:3:forces:R:3
C 4.2543 -1.4559 4.2325 -0.50 0.19 -0.32
C -1.0927 0.6155 2.4679 0.26 -1.63 -0.38
O -1.2741 1.9431 2.4231 -0.37 2.49 -0.10
H -3.1147 3.0667 -0.0615 -0.38 -0.45 0.20
H 0.7558 -2.8222 3.9069 -0.32 0.03 -0.03
C 0.0619 -2.2156 3.3221 0.01 -0.50 0.12
C -3.6752 -2.1285 2.4882 -0.25 -0.08 0.05
H 4.9397 -2.1634 4.6983 -0.22 0.16 -0.18
C -2.3981 2.7782 2.8232 0.62 -0.56 -0.14
C -4.2373 -0.5611 4.2313 -0.30 -0.12 -0.10
C 4.6161 -0.1005 4.1386 -0.45 0.08 -0.40
N 1.3578 1.0874 2.6854 -0.34 -0.52 -0.55
C 2.1462 -0.9366 3.2101 0.02 -0.16 0.68
N 0.7726 -1.0074 2.9978 -0.13 -0.02 -0.89
C -6.7904 -1.1781 -0.4531 0.13 0.54 0.03
C 1.1787 2.8698 -2.2320 -0.07 -0.24 0.59
H 1.2998 2.8078 1.4739 0.06 -0.03 0.49
C -0.7193 1.2787 -0.8457 1.30 0.94 -0.10
C -4.3515 -1.4319 -0.5401 -0.74 -0.60 -0.11
H -7.5238 0.8472 -0.0262 0.04 -0.38 -0.06
C -0.0150 0.7788 -1.9809 -0.70 0.03 0.56
N -4.9737 2.0148 0.1363 1.01 0.16 -0.18
C -6.6697 0.1829 -0.1430 0.23 -0.38 0.07
H 1.2380 1.2540 -3.6749 0.03 0.00 0.36
H 3.2391 4.4393 -1.3409 -0.17 -0.05 -0.23
H -0.2137 -0.2478 -2.2949 0.07 0.29 -0.05
C 0.5727 3.3445 -1.0396 0.35 0.10 -0.94
C -2.2349 -0.2185 2.8778 -0.41 -0.55 0.10
H -1.4735 -0.6064 -0.1340 -0.18 0.13 -0.37
H 3.4822 5.0236 -3.0181 0.00 0.14 0.17
H 2.3200 2.8605 2.9535 -0.45 0.11 -0.21
H -2.5529 3.4870 2.0021 0.11 -0.09 0.30
C -3.0841 0.1560 3.9512 0.49 0.13 -0.37
C 3.0095 -1.8921 3.7531 0.32 0.12 -0.07
C 2.7448 4.7040 -2.2863 -0.30 -0.40 -0.35
C 3.7573 0.8327 3.5238 0.20 -0.12 -0.02
C 0.2778 0.2138 2.5837 -0.07 0.65 1.63
C -2.5361 -1.3977 2.1769 -0.29 0.31 0.55
H 0.8692 4.3236 -0.6424 -0.30 -0.49 -0.15
C -0.4273 2.5937 -0.4309 -0.27 -0.24 -0.07
H 5.5779 0.2132 4.5530 -0.39 0.02 -0.27
H -2.0649 3.3339 3.7155 -0.40 -0.23 -0.15
C 1.3606 2.5248 2.5368 0.21 0.56 -0.05
H 2.7066 -2.9384 3.7989 0.26 0.31 0.15
H 2.0100 5.5028 -2.1154 0.16 -0.21 -0.11
C -5.8770 3.1347 0.3409 -0.03 0.30 -0.08
H -7.7828 -1.6127 -0.5745 0.30 0.09 0.05
H -3.8916 -3.0417 1.9362 -0.01 0.21 0.10
H -3.3271 2.2146 2.9907 0.45 0.34 -0.10
C 2.5077 0.3894 3.0669 0.34 0.24 0.50
H -0.1972 -2.7788 2.4208 -0.12 0.03 0.20
C -5.3770 0.6840 -0.0145 0.32 -0.18 -0.48
H -5.5051 -2.2142 3.6530 0.30 0.07 -0.05
H -0.8226 -2.0124 3.9271 0.17 -0.08 -0.17
O 2.1436 3.5472 -2.9151 -0.41 0.02 0.68
H 4.0428 1.8827 3.4219 0.00 -0.42 0.16
H -5.5192 3.7666 1.1677 -0.21 -0.29 -0.22
C -1.7096 0.4533 -0.1866 0.00 -0.25 -0.46
H -5.7756 -3.0186 -0.9035 0.06 0.17 -0.01
H 0.5274 2.9749 3.0917 0.55 -0.10 -0.22
H -1.8475 -1.7119 1.3952 -0.38 -0.09 0.17
C -4.5743 -1.6804 3.4627 0.45 0.00 0.15
H -4.8839 -0.2340 5.0515 0.20 -0.15 -0.34
H -0.9666 3.0137 0.4231 0.41 -0.23 -0.28
H -6.8649 2.7288 0.5690 0.22 0.26 0.11
C -3.6250 2.1011 -0.0057 -0.29 -0.35 -0.18
H -5.9592 3.7562 -0.5617 0.06 -0.23 0.18
H -3.4643 -2.0416 -0.6985 -0.26 -0.03 -0.06
C 0.8166 1.5860 -2.7260 0.42 0.74 0.22
C -5.6477 -1.9677 -0.6590 0.54 0.25 0.21
C -4.2150 -0.0964 -0.2165 -0.21 0.66 0.54
C -3.0619 0.8094 -0.1411 -0.74 0.19 0.41
H -2.8488 1.0482 4.5430 -0.02 -0.60 -0.11
```
Positions in Å, forces in eV/Å.

Computed properties:
frontier orbital gap = 4.8069 eV
E = -1630.43349 Ha
energy above the lowest of the compared OMol25 structures with the same formula, charge and spin = 38.17 kcal per mole
charge = +1
E_HOMO = -8.82 eV
LUMO energy = -0.1473 Ha

=====

Molecular formula: C34H35F4N5
Method: DFT, ωB97M-V/def2-TZVPD

```
78
Properties=species:S:1:pos:R:3:forces:R:3
H -1.3638 -4.9477 -1.2569 -0.06 -0.63 0.26
C 1.6471 -2.4070 5.2690 -1.54 0.60 -0.25
H -2.5403 0.2744 3.1491 -0.12 -0.12 0.28
H 7.3390 2.2074 -2.0877 0.64 0.52 0.45
C -0.1599 0.1236 0.4641 1.05 1.25 0.21
H 3.7838 5.8145 2.4559 0.62 -0.04 0.25
H -0.3425 2.1676 -4.3462 -0.20 -0.18 0.43
C 2.5723 4.2465 2.8279 -3.10 -3.62 -1.38
C -3.4344 -5.7742 -0.9189 0.47 2.57 -1.47
H 5.5965 2.5577 -3.6634 0.29 -0.01 -0.14
C 6.5252 2.8416 -1.7683 -0.25 -0.36 0.27
H 1.2377 -2.1186 6.2371 0.24 0.20 0.10
N 1.7304 4.4383 -4.6881 1.58 1.19 -0.89
C -2.8276 -3.7249 -2.0915 -0.65 0.34 1.02
H -5.4203 -6.1898 -0.6996 -0.81 0.32 -0.23
C 0.2161 -1.7782 -0.8698 1.94 1.66 0.13
C 0.8727 0.8782 -0.1436 -1.61 -1.16 -1.01
C -3.3985 0.9417 0.0001 -0.05 -1.38 -0.66
F 0.2477 -3.0750 -0.9382 -0.47 -2.64 -0.80
H 2.9892 4.0338 -0.7364 0.05 0.20 0.40
N 3.0362 -3.3789 -4.1409 0.17 -1.24 1.94
C -2.2685 1.0015 3.9143 0.07 0.42 -0.18
C -2.4325 -4.8668 -1.3900 -1.25 -0.40 0.08
N 1.8244 3.4264 2.3904 3.10 3.41 1.74
H 2.0828 0.8661 -1.9135 0.43 -0.25 0.00
F -3.1019 -6.8940 -0.2674 -0.10 0.03 -0.11
C 3.1723 -4.9195 -2.0349 -0.37 -0.22 0.14
C 5.5022 2.9454 -2.6598 -0.59 -0.86 -1.60
H -1.1855 1.1211 3.8871 -0.05 -0.04 0.09
C 3.4661 5.2743 3.3477 -0.58 0.62 -0.33
C 3.1105 -4.0466 -3.1867 -0.16 1.61 -2.22
N -3.0644 0.4226 6.3134 -0.46 -0.36 1.47
C -2.7141 0.6546 5.2584 0.53 0.10 -1.60
F 4.9579 4.5033 1.0308 -0.05 0.03 0.68
H -5.6257 -1.6560 -0.1683 0.27 -0.16 -0.30
H -1.1194 -1.6895 0.8120 -0.23 -0.40 -0.33
C -5.2035 -0.6705 -0.0382 2.72 -0.87 -1.30
H 0.0905 2.5609 -2.6011 0.23 -0.24 -0.29
C -4.2063 1.8108 0.7035 -0.21 1.03 -0.26
C 0.9728 3.7655 -4.1848 -2.35 -1.80 1.55
H -4.4615 -2.5518 -2.9312 -0.03 0.54 0.53
N -0.0639 -1.3781 3.4836 -0.38 0.04 -0.13
H 1.7432 -1.4748 -2.3610 -0.12 -0.49 -0.09
C 4.0019 3.7581 -0.9907 -0.59 0.50 -0.54
H -2.7270 1.9569 3.6589 0.02 0.01 -0.10
H -2.3922 1.2377 -0.2573 0.06 0.01 0.04
C -5.4900 1.4489 0.9470 -1.42 0.76 1.49
F -6.2941 2.2762 1.7311 0.87 -0.70 -0.97
H -0.9792 3.6176 -3.4922 -0.16 -0.19 -0.15
H -6.8750 -0.1998 1.0306 -0.57 0.69 -0.19
C -0.4802 -1.1806 0.1057 -0.87 1.24 2.11
H 4.2083 -5.1522 -1.7887 -0.16 -0.05 0.07
H -6.1817 -3.9055 -1.7831 -0.18 -0.26 -0.03
C 1.4477 0.2753 -1.2700 -0.53 0.37 0.84
C -4.1800 -3.3095 -2.2149 0.79 -2.35 -0.22
C 0.6252 -1.8613 4.2590 2.18 -1.06 1.18
C 5.0790 3.8874 -0.1437 -0.06 -0.57 -1.28
H -3.0937 -0.9457 -0.8825 -0.51 -0.55 -0.06
C -5.9935 0.2355 0.5835 -0.84 -0.63 1.17
H 4.2744 4.9007 3.9763 -0.01 -0.10 -0.40
C -0.1365 2.9346 -3.5995 0.85 1.18 -0.64
H -2.0045 -3.0745 -2.3482 -0.11 0.17 -0.54
H 1.0740 1.9134 0.0893 0.06 -0.08 0.41
C 4.2451 3.3317 -2.2904 -0.54 0.23 0.52
H 2.6439 -1.9828 5.1478 -0.29 0.15 -0.25
C -4.7819 -5.4378 -1.1393 1.32 -0.06 0.95
C -5.1441 -4.1936 -1.7006 0.60 -0.28 -0.25
C 6.2959 3.3519 -0.5073 1.03 0.07 1.08
H 3.4455 3.2641 -3.0133 -0.10 0.16 0.06
C -3.8480 -0.3507 -0.3893 -0.99 1.91 1.05
H 2.6073 -5.8164 -2.2886 0.25 -0.20 0.06
H -0.6527 0.5408 1.3298 -0.10 0.01 0.05
H 7.0467 3.3300 0.2687 0.26 0.00 0.00
C 1.1684 -1.0521 -1.5502 0.75 0.44 -1.52
H 1.7264 -3.4921 5.3356 -0.25 0.05 -0.65
H 2.8968 6.0101 3.9157 -0.15 -0.20 0.20
H -3.9609 2.8184 1.0050 0.58 0.00 0.01
H 2.6464 -4.4707 -1.1922 0.22 0.14 0.04
```
Positions in Å, forces in eV/Å.

Computed properties:
frontier orbital gap = 9.6213 eV
E = -1989.69260 Ha
energy above the lowest of the compared OMol25 structures with the same formula, charge and spin = 65.57 kcal per mole
charge = 0
SMILES = Fc1ccccc1.Fc1ccccc1.Fc1ccccc1.Fc1ccccc1.CC#N.CC#N.CC#N.CC#N.CC#N
E_HOMO = -9.25 eV
LUMO energy = 0.0137 Ha